# C2H6N4S

One molecule with the formula C2H6N4S (ωB97M-V/def2-TZVPD, the Open Molecules 2025 dataset).

Output
DFT total energy	-18965.218	eV
F_max	0.75	eV Å⁻¹
HOMO level	-0.332	hartree
charge	0
energy relative to the best compared isomer or geometry (same formula, charge and spin)	42.1	kcal/mol
orbital gap	9.527	eV
LUMO level	0.50	eV

```
13
C2H6N4S ωB97M-V/def2-TZVPD
C 1.7304 -0.8918 -0.0339
C -1.8068 0.0481 0.2696
H 1.5580 2.2335 0.0623
H 0.2458 1.1914 -0.3194
H 2.4654 -1.6183 0.2495
H -1.0428 -1.5504 1.3234
H -2.4374 0.2635 1.1433
H -1.3542 0.4509 -1.5551
N 1.2600 1.3395 -0.2831
N 2.0671 0.3378 0.0839
N -0.9527 -1.0251 0.4761
N -1.9306 0.7824 -0.7593
S 0.1978 -1.5615 -0.6573
```